No. 1
Entry from the OMol25 dataset: a 2-piece molecular cluster, C2H9NS overall (ωB97M-V/def2-TZVPD).

Relative energy (zero: lowest compared OMol25 entry of this formula, charge and spin)   18.4 kcal/mol
HOMO level   -9.10 eV
Maximum force   2.64 eV Å⁻¹
Total energy   -534.50042 a.u.
SMILES   CNC.S
LUMO   0.0348 hartree

Last columns: bonded neighbours and bond lengths (Å).
Positions of all 13 atoms, in Å:
1 N 0.992 -0.304 -0.436  C5 1.456, C7 1.466, H13 1.008
2 H 1.798 -1.788 -1.679  C7 1.094
3 H -0.501 0.160 0.920  S6 1.355
4 H 0.770 -2.467 -0.245  C7 1.082
5 C 1.106 0.619 -1.557  N1 1.456, H9 1.097, H10 1.106, H11 1.092
6 S -1.543 0.777 1.528  H3 1.355, H12 1.348
7 C 0.990 -1.677 -0.950  N1 1.466, H2 1.094, H4 1.082, H8 1.114
8 H 0.100 -1.725 -1.618  C7 1.114
9 H 1.377 1.632 -1.236  C5 1.097
10 H 1.849 0.214 -2.269  C5 1.106
11 H 0.226 0.812 -2.175  C5 1.092
12 H -2.143 -0.408 1.756  S6 1.348
13 H 1.809 -0.185 0.142  N1 1.008

Results of the Mulliken charge analysis, in e, for atoms 1 through 8:
1 N -0.29
2 H 0.32
3 H 0.21
4 H 0.31
5 C -0.90
6 S -0.32
7 C -0.93
8 H 0.32

No. 2
Entry from the OMol25 dataset: a 2-piece molecular cluster, C2H9NS overall (ωB97M-V/def2-TZVPD).

Relative energy (zero: lowest compared OMol25 entry of this formula, charge and spin)   36.8 kcal/mol
HOMO level   -6.46 eV
Maximum force   1.78 eV Å⁻¹
Total energy   -534.47097 a.u.
LUMO   -0.0031 hartree

Last columns: bonded neighbours and bond lengths (Å).
Positions of all 13 atoms, in Å:
1 H 0.817 -1.015 -2.019  C11 1.090
2 H 0.379 -2.972 0.273  C4 1.085
3 N 0.298 -0.857 0.767  C4 1.511, H7 1.019, H8 1.046, H10 1.021
4 C 0.114 -2.021 -0.178  H2 1.085, N3 1.511, H9 1.088, C11 1.527
5 H 2.114 -1.781 -1.016  C11 1.094
6 S -0.824 2.284 0.353  H12 1.344
7 H 1.126 -0.899 1.360  N3 1.019
8 H 0.416 0.041 0.244  N3 1.046
9 H -0.907 -1.859 -0.517  C4 1.088
10 H -0.529 -0.696 1.345  N3 1.021
11 C 1.075 -1.837 -1.351  H1 1.090, C4 1.527, H5 1.094, H13 1.097
12 H 0.050 3.271 0.094  S6 1.344
13 H 1.043 -2.729 -1.988  C11 1.097

Results of the Mulliken charge analysis, in e, for atoms 1 through 8:
1 H 0.37
2 H 0.30
3 N -0.31
4 C -0.29
5 H 0.35
6 S -0.78
7 H 0.31
8 H 0.19

No. 3
Entry from the OMol25 dataset: a 2-piece molecular cluster, C2H9NS overall (ωB97M-V/def2-TZVPD).

Relative energy (zero: lowest compared OMol25 entry of this formula, charge and spin)   79.8 kcal/mol
HOMO level   -5.50 eV
Maximum force   2.52 eV Å⁻¹
Total energy   -534.40253 a.u.
LUMO   -0.0239 hartree

Last columns: bonded neighbours and bond lengths (Å).
Positions of all 13 atoms, in Å:
1 H -1.230 1.413 -0.918  C8 1.081
2 H 0.827 0.120 0.380  N6 1.028
3 S -0.466 -0.915 4.008  H10 1.290
4 H -1.863 -0.169 -0.713  C8 1.093
5 H 1.739 -0.598 -1.783  C9 1.088
6 N 0.217 -0.183 -0.390  H2 1.028, C8 1.482, C9 1.486, H11 1.024
7 H 0.491 0.545 -2.526  C9 1.089
8 C -1.092 0.511 -0.339  H1 1.081, H4 1.093, N6 1.482, H12 1.092
9 C 0.966 0.153 -1.629  H5 1.088, N6 1.486, H7 1.089, H13 1.103
10 H 0.258 -1.479 4.915  S3 1.290
11 H 0.083 -1.189 -0.248  N6 1.024
12 H -1.463 0.714 0.667  C8 1.092
13 H 1.533 1.077 -1.425  C9 1.103

Results of the Mulliken charge analysis, in e, for atoms 1 through 8:
1 H 0.34
2 H 0.38
3 S -0.86
4 H 0.34
5 H 0.36
6 N -0.19
7 H 0.34
8 C -0.89